# 1
C6H8N | ωB97M-V/def2-TZVPD

Positions of all 15 atoms, in Å:
C (-1.219, -0.999, -0.268)
C (0.070, -0.483, -0.027)
C (-2.253, -0.049, 0.165)
C (-0.844, 0.235, 0.746)
C (2.371, 0.070, 0.465)
C (1.428, -0.795, -0.327)
N (-2.313, 1.061, -0.520)
H (-3.103, -0.346, 0.791)
H (2.176, -0.300, 1.552)
H (2.099, 1.108, 0.444)
H (3.430, -0.030, 0.187)
H (1.591, -1.855, -0.218)
H (1.321, -0.645, -1.388)
H (-1.612, 1.314, -1.274)
H (-3.142, 1.715, -0.330)

Results
gap between HOMO and LUMO: 0.3451 hartree
total energy: -287.69909 Ha
energy above the lowest of the compared OMol25 structures with the same formula, charge and spin: 161.4 kcal/mol
net charge: +1


# 2
C14H25N3O7 | ωB97M-V/def2-TZVPD

Positions of all 49 atoms, in Å:
C (5.525, 3.647, 1.365)
C (5.324, 2.488, 0.395)
O (4.000, 2.360, -0.091)
C (3.105, 1.817, 0.839)
C (1.846, 2.718, 1.008)
C (1.637, 2.898, 2.427)
N (1.513, 3.103, 3.564)
C (1.918, 4.049, 0.279)
C (1.747, 3.814, -1.137)
N (1.918, 3.384, -2.208)
C (0.860, 5.079, 0.733)
N (1.224, 5.829, 1.940)
H (5.947, 4.495, 0.857)
H (4.613, 3.928, 1.869)
H (6.210, 3.333, 2.135)
H (5.931, 2.644, -0.479)
H (5.646, 1.554, 0.840)
H (2.786, 0.842, 0.500)
H (3.588, 1.659, 1.790)
H (0.998, 2.151, 0.659)
H (2.870, 4.521, 0.434)
H (0.789, 5.785, -0.082)
H (-0.115, 4.617, 0.814)
H (2.153, 5.573, 2.234)
H (0.629, 5.528, 2.696)
C (-0.728, 0.333, -1.274)
O (-1.498, -0.842, -1.021)
C (-1.046, -1.563, 0.002)
O (-0.093, -1.297, 0.683)
O (-1.830, -2.627, 0.135)
C (-1.461, -3.506, 1.201)
H (-1.182, 0.848, -2.114)
H (-0.744, 0.989, -0.405)
H (0.296, 0.071, -1.530)
H (-1.512, -2.992, 2.158)
H (-0.461, -3.904, 1.041)
H (-2.179, -4.321, 1.188)
C (-6.473, -7.527, -1.633)
O (-5.129, -7.044, -1.639)
C (-5.016, -5.755, -1.954)
O (-5.923, -5.014, -2.217)
O (-3.727, -5.434, -1.925)
C (-3.454, -4.065, -2.242)
H (-6.420, -8.577, -1.363)
H (-7.070, -6.993, -0.896)
H (-6.921, -7.428, -2.619)
H (-3.929, -3.402, -1.524)
H (-3.786, -3.831, -3.251)
H (-2.379, -3.939, -2.180)

Results
gap between HOMO and LUMO: 0.3799 hartree
total energy: -1239.35509 Ha
energy above the lowest of the compared OMol25 structures with the same formula, charge and spin: 92.7 kcal/mol
net charge: 0
SMILES: CCOC[C@@H](C#N)[C@@H](C#N)CN.COC(=O)OC.COC(=O)OC


# 3
C3H3CuFO2 | ωB97M-V/def2-TZVPD

Positions of all 10 atoms, in Å:
H (-0.442, -1.474, 0.504)
F (1.785, 1.133, 0.338)
O (0.421, 0.176, -1.202)
O (-1.057, 0.424, 0.347)
C (1.171, -0.028, 0.006)
C (0.002, -0.399, 0.911)
C (-0.845, -0.068, -0.863)
H (1.921, -0.808, -0.153)
H (0.113, -0.179, 1.974)
Cu (-3.068, 1.224, -1.862)

Results
gap between HOMO and LUMO: 0.3037 hartree
total energy: -2006.49389 Ha
energy above the lowest of the compared OMol25 structures with the same formula, charge and spin: 12.7 kcal/mol
net charge: +1


# 4
C34H43AsOSSb2Y | ωB97M-V/def2-TZVPD

Positions of all 83 atoms, in Å:
Y (-0.310, -1.078, -1.329)
C (4.644, -3.019, -2.139)
Sb (2.931, -2.071, -1.265)
C (3.263, -0.190, -2.272)
C (3.800, -1.394, 0.654)
C (3.902, -2.467, 1.680)
C (4.924, -3.410, 1.559)
C (5.038, -4.471, 2.439)
C (4.106, -4.620, 3.457)
C (3.099, -3.684, 3.605)
C (2.994, -2.585, 2.748)
C (1.993, -1.529, 3.062)
Sb (0.234, -1.522, 1.741)
C (-1.026, -0.195, 2.873)
C (-0.568, -3.422, 2.312)
H (5.486, -2.345, -1.991)
H (4.468, -3.162, -3.202)
H (4.832, -3.980, -1.667)
H (4.230, 0.213, -1.979)
H (2.490, 0.531, -2.010)
H (3.257, -0.345, -3.350)
H (3.210, -0.530, 0.952)
H (4.785, -1.060, 0.326)
H (5.663, -3.288, 0.774)
H (5.846, -5.182, 2.338)
H (4.181, -5.448, 4.149)
H (2.400, -3.773, 4.428)
H (2.403, -0.521, 3.014)
H (1.539, -1.686, 4.039)
H (-1.429, -0.729, 3.731)
H (-1.833, 0.171, 2.243)
H (-0.443, 0.657, 3.218)
H (-0.960, -3.348, 3.324)
H (0.238, -4.155, 2.290)
H (-1.352, -3.738, 1.628)
C (3.775, 3.803, -0.867)
C (3.260, 3.046, 0.181)
C (2.005, 2.474, 0.061)
C (1.265, 2.671, -1.108)
C (1.778, 3.422, -2.158)
C (3.038, 3.993, -2.027)
As (-0.442, 1.780, -1.205)
C (-1.491, 2.612, 0.188)
C (-1.052, 3.759, 0.839)
C (-1.882, 4.362, 1.776)
C (-3.133, 3.827, 2.043)
C (-3.572, 2.685, 1.384)
C (-2.748, 2.070, 0.456)
C (-1.292, 2.255, -2.863)
C (-1.532, 1.278, -3.824)
C (-2.116, 1.615, -5.034)
C (-2.459, 2.939, -5.274)
C (-2.236, 3.917, -4.311)
C (-1.654, 3.579, -3.099)
H (4.755, 4.250, -0.772)
H (3.834, 2.905, 1.087)
H (1.575, 1.892, 0.872)
H (1.200, 3.562, -3.063)
H (3.442, 4.585, -2.836)
H (-0.086, 4.187, 0.604)
H (-1.544, 5.246, 2.299)
H (-3.782, 4.311, 2.762)
H (-4.555, 2.285, 1.596)
H (-3.071, 1.185, -0.084)
H (-1.263, 0.232, -3.627)
H (-2.305, 0.861, -5.786)
H (-2.905, 3.209, -6.222)
H (-2.519, 4.943, -4.505)
H (-1.485, 4.324, -2.330)
O (-2.397, -1.659, -0.337)
S (-3.529, -2.736, -0.258)
C (-4.278, -2.431, 1.383)
C (-5.712, -1.966, 1.145)
C (-5.691, -1.153, -0.146)
C (-4.946, -2.022, -1.149)
H (-3.653, -1.659, 1.833)
H (-4.206, -3.348, 1.966)
H (-6.069, -1.380, 1.991)
H (-6.376, -2.825, 1.035)
H (-5.162, -0.208, 0.003)
H (-6.694, -0.926, -0.501)
H (-4.574, -1.503, -2.032)
H (-5.548, -2.877, -1.466)

Results
gap between HOMO and LUMO: 0.2157 hartree
total energy: -4548.44794 Ha
energy above the lowest of the compared OMol25 structures with the same formula, charge and spin: 51.5 kcal/mol
net charge: +3


# 5
C2H4N3P | ωB97M-V/def2-TZVPD

Positions of all 10 atoms, in Å:
C (-0.189, -1.022, 0.032)
C (0.253, 0.256, -0.108)
N (-1.530, -0.971, -0.025)
N (-2.020, 0.276, -0.071)
N (2.267, 0.934, -0.155)
P (-0.946, 1.522, -0.190)
H (0.285, -2.012, 0.008)
H (-3.057, 0.316, 0.148)
H (2.160, 0.628, 0.867)
H (2.777, 0.075, -0.506)

Results
gap between HOMO and LUMO: 0.3512 hartree
total energy: -584.09059 Ha
energy above the lowest of the compared OMol25 structures with the same formula, charge and spin: 74.1 kcal/mol
net charge: 0


# 6
C30H46F15GaNO13 | ωB97M-V/def2-TZVPD

Positions of all 106 atoms, in Å:
C (0.781, -0.484, 0.339)
C (0.547, 0.455, -0.904)
O (0.883, 1.765, -0.513)
C (0.375, 2.761, -1.451)
Ga (-1.109, 3.800, -0.423)
C (-2.181, 2.377, 0.608)
C (-3.721, 2.694, 0.722)
C (-4.366, 1.692, 1.743)
C (-5.125, 0.470, 1.115)
C (-4.649, 0.020, -0.309)
O (-5.717, 0.278, -1.240)
C (-5.393, 1.276, -2.200)
N (-0.115, 4.931, 0.883)
C (-0.564, 4.823, 1.965)
O (-0.931, 4.437, 3.011)
H (1.687, -1.096, 0.129)
H (1.022, 0.162, 1.207)
H (-0.093, -1.133, 0.550)
H (-0.515, 0.349, -1.233)
H (1.177, 0.096, -1.756)
H (1.206, 3.453, -1.729)
H (-0.071, 2.274, -2.353)
H (-2.010, 4.703, -1.378)
H (-1.962, 1.399, 0.122)
H (-1.818, 2.283, 1.660)
H (-3.795, 3.714, 1.172)
H (-4.233, 2.751, -0.258)
H (-3.613, 1.368, 2.487)
H (-5.128, 2.274, 2.325)
H (-6.230, 0.601, 1.104)
H (-4.955, -0.396, 1.805)
H (-4.551, -1.101, -0.265)
H (-3.658, 0.400, -0.620)
H (-5.861, 2.235, -1.862)
H (-4.307, 1.461, -2.334)
H (-5.818, 1.051, -3.205)
C (5.971, 0.861, 4.303)
C (4.822, 0.633, 3.342)
O (4.913, -0.667, 2.731)
C (4.473, -1.689, 3.461)
O (4.022, -1.607, 4.566)
C (4.586, -2.990, 2.660)
F (5.777, -3.113, 2.044)
F (3.646, -3.057, 1.706)
F (4.439, -4.079, 3.429)
H (6.927, 0.707, 3.799)
H (5.940, 1.875, 4.703)
H (5.932, 0.159, 5.137)
H (4.870, 1.359, 2.531)
H (3.856, 0.760, 3.831)
C (7.894, -4.653, 3.552)
C (8.848, -5.658, 4.164)
O (10.216, -5.259, 3.965)
C (10.686, -4.339, 4.807)
O (10.063, -3.833, 5.694)
C (12.160, -4.052, 4.503)
F (12.384, -3.892, 3.187)
F (12.949, -5.063, 4.914)
F (12.593, -2.943, 5.111)
H (8.128, -4.496, 2.498)
H (6.865, -4.999, 3.638)
H (7.974, -3.683, 4.045)
H (8.733, -6.622, 3.670)
H (8.645, -5.812, 5.225)
C (-5.813, -1.975, -3.676)
C (-6.129, -3.263, -4.408)
O (-6.088, -3.073, -5.836)
C (-4.878, -3.085, -6.394)
O (-3.848, -3.237, -5.807)
C (-5.001, -2.918, -7.912)
F (-5.852, -1.934, -8.248)
F (-5.456, -4.046, -8.492)
F (-3.827, -2.630, -8.483)
H (-6.480, -1.176, -4.004)
H (-5.922, -2.106, -2.600)
H (-4.794, -1.644, -3.881)
H (-7.143, -3.582, -4.168)
H (-5.457, -4.070, -4.110)
C (-2.199, -6.397, 2.647)
C (-1.642, -5.043, 2.258)
O (-2.162, -4.619, 0.988)
C (-3.384, -4.084, 1.007)
O (-4.060, -3.942, 1.983)
C (-3.782, -3.637, -0.403)
F (-3.510, -4.569, -1.334)
F (-3.121, -2.523, -0.762)
F (-5.090, -3.373, -0.505)
H (-2.011, -7.128, 1.859)
H (-1.742, -6.749, 3.573)
H (-3.279, -6.352, 2.791)
H (-0.560, -5.109, 2.142)
H (-1.839, -4.291, 3.023)
C (0.401, 10.485, -2.497)
C (-0.757, 10.310, -3.458)
O (-0.701, 9.031, -4.103)
C (-1.167, 7.996, -3.386)
O (-1.608, 8.075, -2.281)
C (-1.088, 6.707, -4.211)
F (0.098, 6.577, -4.839)
F (-2.038, 6.681, -5.171)
F (-1.254, 5.622, -3.465)
H (1.351, 10.322, -3.010)
H (0.397, 11.488, -2.068)
H (0.350, 9.761, -1.683)
H (-0.696, 11.058, -4.249)
H (-1.718, 10.446, -2.958)

Results
gap between HOMO and LUMO: 0.2276 hartree
total energy: -5626.44370 Ha
net charge: -1